Entry 1:
# C2H5N3O

The molecule C2H5N3O (ωB97M-V with the def2-TZVPD basis set, the OMol25 dataset).

Structure (XYZ):
```
11
Properties=species:S:1:pos:R:3:forces:R:3:lowdin_charge:R:1
H 3.001213 0.382285 -0.223974 -1.66 1.19 -0.91 0.0727
N 1.977186 0.716959 -0.246855 0.53 -2.88 1.05 0.0721
C 1.323855 -0.427051 -0.296960 1.34 4.74 1.45 -0.2040
N 0.028694 -0.469026 0.228368 -0.35 -3.05 -3.13 -0.1343
O -0.750945 -1.444946 -0.553639 -0.38 1.64 0.79 -0.0995
C -0.694130 0.568476 0.639104 -7.25 -0.98 -2.92 -0.0963
N -2.057905 0.383816 0.179663 6.00 0.22 1.77 0.0429
H -2.766269 1.020161 0.447709 -0.20 1.12 0.66 0.0183
H 1.889664 -1.221372 -0.682077 -0.53 -2.07 -0.03 0.1048
H -1.725201 -0.896255 -0.617836 2.29 -0.48 0.85 0.1116
H -0.226163 1.386952 1.126496 0.21 0.54 0.42 0.1116
```
Positions in Å, forces in eV/Å.

Properties
- Kohn-Sham gap: 0.3532 Ha
- SMILES string: [H]/N=C/N(O)/C=N/[H]

***

Entry 2:
# C2H5N3O

The molecule C2H5N3O (ωB97M-V with the def2-TZVPD basis set, the OMol25 dataset).

Structure (XYZ):
```
11
Properties=species:S:1:pos:R:3:forces:R:3:lowdin_charge:R:1
N -2.292543 -0.357873 -0.099813 0.16 0.11 0.01 0.1220
C -1.033248 0.062456 -0.067107 -0.16 -0.30 0.03 -0.2329
O -0.143136 -0.869380 -0.157388 -0.19 0.14 0.10 -0.0161
N 0.734636 1.263521 0.108369 0.01 0.08 0.05 0.1735
C 1.164356 -0.008437 -0.272315 0.24 0.11 -0.14 -0.6042
N 2.130113 -0.039208 0.672602 -0.05 -0.09 -0.09 0.1099
H -2.530495 -1.336874 -0.207704 0.08 -0.01 0.02 0.1103
H -3.053887 0.293630 -0.002975 0.22 0.01 -0.04 0.0981
H 0.551737 1.209442 1.109215 -0.09 -0.05 -0.05 0.0520
H 1.414540 -0.112046 -1.330426 -0.03 -0.01 0.11 0.1386
H 3.057932 -0.105226 0.247542 -0.20 0.00 -0.01 0.0489
```
Positions in Å, forces in eV/Å.

Properties
- Kohn-Sham gap (alpha / beta): 0.3156 / 0.3156 Ha

***

Entry 3:
# C2H5N3O

The molecule C2H5N3O (ωB97M-V with the def2-TZVPD basis set, the OMol25 dataset).

Structure (XYZ):
```
11
Properties=species:S:1:pos:R:3:forces:R:3:lowdin_charge:R:1
C -0.225995 0.719373 0.236005 0.04 0.86 4.09 -0.2822
C 1.650574 -0.889830 -0.070400 -0.26 1.09 0.08 0.1191
N -1.533331 0.660793 -0.357438 1.01 1.55 -2.80 -0.0374
N 0.791610 0.007680 -0.440379 -0.03 -0.03 0.24 -0.0106
N -2.225681 -0.126571 0.274818 -0.01 -3.02 3.13 -0.2879
O -3.331636 -0.557531 0.018307 -0.74 0.75 -0.96 -0.0998
H 0.084896 1.772827 0.370015 0.00 -0.37 -0.49 0.1264
H -0.184116 0.298688 1.301994 -0.52 0.36 -1.15 0.1317
H 2.242040 -1.050418 -0.950910 0.97 -1.26 0.47 0.0901
H 1.849182 -1.153036 0.989064 -0.37 0.00 -1.06 0.1155
H 0.882453 0.318021 -1.371073 -0.08 0.07 -1.55 0.1349
```
Positions in Å, forces in eV/Å.

Properties
- Kohn-Sham gap (alpha / beta): 0.2300 / 0.1498 Ha

***

Entry 4:
# C2H5N3O

The molecule C2H5N3O (ωB97M-V with the def2-TZVPD basis set, the OMol25 dataset).

Structure (XYZ):
```
11
Properties=species:S:1:pos:R:3:forces:R:3:lowdin_charge:R:1
H 0.840122 -0.657838 1.827001 1.83 1.23 0.53 0.0708
N 1.307952 0.316225 1.704092 -2.76 -1.69 -1.43 0.1109
C 0.535261 0.689588 0.759799 0.12 1.33 0.85 -0.2670
N -0.589799 -0.083150 0.211484 1.78 -2.52 -0.54 -0.0637
O -0.308731 -1.599369 0.437582 -3.80 1.95 4.33 -0.1245
C -0.434755 -0.138797 -1.186302 0.78 1.70 -3.86 -0.3143
N -0.152179 0.786346 -2.047671 -1.25 1.98 3.08 0.0793
H -0.216365 1.775040 -1.544005 0.42 -2.29 -1.40 0.0779
H 0.528566 1.732947 0.320366 0.26 -1.34 0.48 0.1220
H -1.052329 -1.730202 1.232873 2.90 0.04 -3.08 0.1915
H -0.457744 -1.090790 -1.715221 -0.27 -0.38 1.03 0.1170
```
Positions in Å, forces in eV/Å.

Properties
- Kohn-Sham gap: 0.3941 Ha
- SMILES string: [H]/N=C\N(O)/C=N\[H]

***

Entry 5:
# C2H5N3O

The molecule C2H5N3O (ωB97M-V with the def2-TZVPD basis set, the OMol25 dataset).

Structure (XYZ):
```
11
Properties=species:S:1:pos:R:3:forces:R:3:lowdin_charge:R:1
C -0.007206 -0.201074 1.584181 2.13 3.47 -0.38 -0.2355
C 0.422112 -0.083476 -1.905773 -0.17 -3.52 -1.03 -0.1341
N -1.121600 0.727337 1.910495 -1.48 0.76 -0.26 -0.0935
N -1.838766 1.370363 1.248605 0.93 -0.86 0.15 0.1209
N 0.844328 -0.108291 -0.559715 2.92 2.65 1.16 -0.0420
O 0.074159 -0.767761 0.327674 -1.05 -0.18 -1.41 -0.1149
H 0.840521 0.483086 2.004686 -0.72 -1.42 -1.58 0.1634
H -0.067292 -0.980154 2.217620 -0.61 -2.60 2.31 0.0745
H -0.607074 -0.329364 -1.792724 -1.27 -0.65 -0.96 0.0558
H 0.449813 0.823899 -2.496341 0.74 0.56 0.65 0.0699
H 1.011004 -0.934565 -2.538710 -1.40 1.79 1.36 0.1356
```
Positions in Å, forces in eV/Å.

Properties
- Kohn-Sham gap (alpha / beta): 0.2958 / 0.3524 Ha

***

Entry 6:
# C2H5N3O2

The molecule C2H5N3O2 (ωB97M-V with the def2-TZVPD basis set, the OMol25 dataset).

Structure (XYZ):
```
12
Properties=species:S:1:pos:R:3:forces:R:3:lowdin_charge:R:1
N -2.181122 0.456499 0.616608 2.25 0.36 -0.72 0.1071
C -0.908700 0.264497 0.323509 -2.94 -1.52 1.40 -0.4830
N -0.154880 0.726051 -0.709592 -4.33 5.32 -3.27 -0.0195
O 0.675554 -0.130834 -1.406517 -0.13 0.31 0.09 -0.0351
C 1.523826 -0.410547 -0.361533 4.29 -2.21 -0.39 -0.2926
O 0.891012 -1.275926 0.537028 0.07 0.94 0.02 -0.0736
N -0.074658 -0.470414 1.208118 -1.24 -0.68 1.26 0.0489
H -2.754140 1.063482 -0.025607 1.34 -0.79 0.57 0.0523
H -0.802787 1.409864 -1.361276 2.49 -2.64 1.70 0.2254
H 1.945497 0.527495 0.091924 -0.74 -0.87 -0.13 0.1539
H 2.396904 -1.031583 -0.767903 -1.26 0.80 0.40 0.1599
H -0.556506 -1.128583 1.855243 0.19 0.98 -0.92 0.1563
```
Positions in Å, forces in eV/Å.

Properties
- Kohn-Sham gap: 0.3692 Ha
- SMILES string: N=C1NOCON1

***

Entry 7:
# C2H5N3O2

The molecule C2H5N3O2 (ωB97M-V with the def2-TZVPD basis set, the OMol25 dataset).

Structure (XYZ):
```
12
Properties=species:S:1:pos:R:3:forces:R:3:lowdin_charge:R:1
N -2.793494 -1.371404 0.325324 -2.27 -0.91 -0.66 0.1540
C -1.750362 -1.005373 0.588728 0.57 0.50 0.12 -0.4531
O -0.621821 -0.577263 0.926863 1.07 0.34 0.30 0.0287
C 0.326673 0.026558 -0.175507 -1.00 0.18 -0.44 -0.6208
N -0.103269 1.308726 -0.593535 -0.95 0.03 0.49 0.1319
N 1.470768 0.127244 0.605083 2.36 1.21 -0.23 0.1223
O 0.137385 -0.808902 -1.301454 0.81 -0.90 1.55 0.0434
H -1.135635 1.388769 -0.533426 1.05 0.09 -0.28 0.1211
H 0.368618 2.078721 -0.119266 -0.53 -0.41 -0.10 0.0927
H 2.267619 -0.520609 0.544400 -1.02 0.44 -0.25 0.1183
H 1.766705 1.124370 0.778893 -0.31 -2.00 -0.36 0.1220
H 0.066812 -1.770836 -1.046104 0.22 1.42 -0.15 0.1396
```
Positions in Å, forces in eV/Å.

Properties
- Kohn-Sham gap: 0.3931 Ha
- SMILES string: N#COC(N)(N)O

***

Entry 8:
# C2H5N3O2S

A 2-piece molecular cluster, C2H5N3O2S overall (ωB97M-V with the def2-TZVPD basis set, the OMol25 dataset).

Structure (XYZ):
```
13
Properties=species:S:1:pos:R:3:forces:R:3:lowdin_charge:R:1
N -2.114662 -0.742897 -0.160342 -0.38 1.26 0.52 0.1476
C -1.036857 0.091275 0.010538 -0.65 1.35 -0.67 -0.4405
N -1.203407 1.434523 -0.167280 -1.77 -0.11 -2.09 0.1421
N 0.188828 -0.288876 0.270369 -2.30 2.56 -1.08 -0.0467
O 1.098862 0.664914 0.311620 1.15 -0.09 0.21 -0.2354
H -2.926275 -0.634016 0.446035 0.50 0.08 -0.32 0.1144
H -1.868760 -1.651605 -0.393200 0.22 -1.96 -0.25 0.0701
H -1.816206 1.760797 -1.026938 1.85 -1.04 2.64 0.1717
H -0.258925 1.799675 -0.053420 0.10 0.72 -0.30 0.0730
H 0.282471 -1.101014 0.766525 1.01 -2.75 1.33 0.1228
O 2.583054 -1.531059 -0.021541 -0.98 -0.26 0.03 0.0517
C 2.998742 -0.447615 0.008225 -0.06 -1.85 -0.02 -0.9464
S 4.073136 0.645893 0.009404 1.31 2.09 -0.01 0.7755
```
Positions in Å, forces in eV/Å.

Properties
- Kohn-Sham gap: 0.3197 Ha
- SMILES string: NC(N)=[NH+][O-].O=C=S

***

Entry 9:
# C2H5N3O2S

The molecule C2H5N3O2S (ωB97M-V with the def2-TZVPD basis set, the OMol25 dataset).

Structure (XYZ):
```
13
Properties=species:S:1:pos:R:3:forces:R:3:lowdin_charge:R:1
H -2.302248 1.382488 0.017590 0.34 -0.01 -0.05 0.0614
N -1.280202 1.327446 0.051550 -0.54 -1.21 -0.10 0.1542
C -0.893137 0.122284 -0.125294 2.08 2.91 0.40 -0.5010
N -1.553709 -1.017521 -0.351001 -1.19 -1.54 0.36 0.0127
O -2.906628 -0.992059 0.016363 0.06 0.03 0.27 -0.0234
O 0.471634 -0.156266 -0.131030 0.01 0.18 -0.01 -0.0495
C 1.390708 0.908077 -0.125643 -0.46 -0.50 -0.29 -0.3022
N 2.636193 0.695263 -0.075683 -1.12 0.13 -0.03 -0.3415
S 3.154544 -0.926934 0.007887 0.19 0.31 0.03 0.7339
H -1.086399 -1.875591 -0.057496 -0.14 0.32 -0.15 0.1613
H -2.969475 -0.804707 0.981199 0.29 -0.13 -0.63 0.1214
H 0.901081 1.880211 -0.232330 0.47 -0.25 0.19 0.1209
H 4.437637 -0.542691 0.023884 0.02 -0.25 0.02 -0.1481
```
Positions in Å, forces in eV/Å.

Properties
- Kohn-Sham gap: 0.3454 Ha
- SMILES string: [H]/N=C(\NO)O/C=N\S

***

Entry 10:
# C2H5N3O2S

C2H5N3O2S as an isolated structure (ωB97M-V with the def2-TZVPD basis set, the OMol25 dataset).

Structure (XYZ):
```
13
Properties=species:S:1:pos:R:3:forces:R:3:lowdin_charge:R:1
C -0.353621 0.701826 -0.018306 -1.41 -4.41 0.16 -0.4261
C 0.119501 -0.707116 0.017466 1.62 -0.15 -0.12 -0.6355
H 2.080550 2.652476 -0.178896 0.03 -2.27 1.33 0.1328
H 2.158677 0.881436 0.595228 0.64 0.92 -0.51 -0.0142
H -2.115716 1.693704 -0.569596 1.48 -1.63 0.08 0.1540
H -2.251202 -1.006076 -0.075943 -1.95 3.85 2.76 0.2059
H -0.785275 -2.529724 0.062018 0.36 1.47 -0.36 0.1711
N 1.753415 1.681904 0.102581 -1.92 1.70 -0.67 -0.0120
N 0.391189 1.679483 0.025614 2.60 3.62 -0.48 0.0242
N -1.686798 0.719927 -0.462926 -2.44 3.15 0.21 -0.0845
O -2.665725 0.101603 0.449369 2.34 -3.84 -2.74 -0.2141
O -0.954166 -1.559586 -0.110323 1.34 -1.91 -0.01 -0.0445
S 1.754511 -1.160339 -0.012313 -2.68 -0.50 0.35 0.7429
```
Positions in Å, forces in eV/Å.

Properties
- Kohn-Sham gap: 0.2752 Ha

***

Entry 11:
# C2H5N3O3

The molecule C2H5N3O3 (ωB97M-V with the def2-TZVPD basis set, the OMol25 dataset).

Structure (XYZ):
```
13
Properties=species:S:1:pos:R:3:forces:R:3:lowdin_charge:R:1
H -1.967033 1.209484 -0.106020 -0.24 1.30 -0.59 0.0492
N -1.397546 0.641223 0.460001 0.25 -2.09 0.70 0.2010
C -0.170065 0.619826 0.308592 0.96 1.12 0.04 -0.5012
N 0.719393 1.605285 -0.217943 -0.68 0.18 -2.20 0.0316
O -0.042320 2.603234 -1.005394 0.94 -0.96 1.34 -0.0587
O 0.701466 -0.320357 0.840796 -1.43 -1.28 0.79 -0.0378
N 0.100390 -1.640119 0.959560 1.06 2.06 -0.08 0.0833
C 0.265437 -2.313982 -0.206018 -0.66 -0.32 1.36 -0.3636
O -0.186094 -3.394210 -0.408982 -0.54 -1.39 -0.46 0.0651
H 1.337790 1.183405 -0.944143 -0.47 0.29 0.99 0.1437
H 0.270135 3.406618 -0.566354 -0.26 0.04 -0.20 0.0933
H -0.521195 -1.837256 1.746624 0.25 0.40 -0.60 0.1676
H 0.889641 -1.763152 -0.860718 0.81 0.66 -1.10 0.1267
```
Positions in Å, forces in eV/Å.

Properties
- Kohn-Sham gap: 0.4034 Ha
- SMILES string: [H]/N=C(\NO)ONC=O

***

Entry 12:
# C2H5N3O3

The molecule C2H5N3O3 (ωB97M-V with the def2-TZVPD basis set, the OMol25 dataset).

Structure (XYZ):
```
13
Properties=species:S:1:pos:R:3:forces:R:3:lowdin_charge:R:1
N -1.272343 1.326415 0.747575 -0.02 2.67 -1.51 0.1021
N -0.503731 0.321968 0.137440 0.14 0.99 0.18 -0.0907
C -1.157171 -0.732355 -0.386144 0.83 -2.37 -0.40 -0.3191
O -2.330684 -0.907932 -0.263394 -1.70 0.35 0.15 0.0624
C 0.801704 0.686450 -0.158009 0.77 -0.36 -0.13 -0.4515
O 1.183205 1.832645 -0.346561 -0.58 -1.70 0.35 0.0965
N 1.643820 -0.458273 -0.270604 1.85 2.74 -0.88 -0.0192
O 1.489068 -1.433704 0.678767 -0.33 -1.35 0.51 -0.0377
H -2.268416 1.076066 0.647327 0.70 -0.11 -0.14 0.0904
H -1.078138 2.188679 0.103752 -0.74 -1.69 1.71 0.1388
H -0.573310 -1.556550 -0.857668 0.34 0.94 0.06 0.1441
H 2.623228 -0.069427 -0.211501 -1.27 -0.72 -0.25 0.1667
H 1.442771 -2.273986 0.179022 0.00 0.60 0.35 0.1172
```
Positions in Å, forces in eV/Å.

Properties
- Kohn-Sham gap: 0.3716 Ha
- SMILES string: NN(C=O)C(=O)NO